This record from the Open Molecules 2025 dataset describes a molecular structure, C8H12N2PY at a distorted geometry. The level of theory is ωB97M-V/def2-TZVPD.

Structure (XYZ):
```
24
C8H12N2PY | the Open Molecules 2025 dataset | ωB97M-V/def2-TZVPD
H -0.058 -1.086 4.465
H -0.951 -4.219 -0.269
C -0.017 1.551 -1.422
H 1.645 2.997 -1.685
Y -1.884 -0.860 0.487
H 0.918 3.057 -4.275
H -1.836 0.262 -2.294
H 2.240 -0.487 3.525
H -0.013 1.295 -0.355
C -0.674 1.590 -3.704
H 0.915 -3.185 -0.106
C -1.027 0.978 -2.491
H 1.731 0.511 0.987
C 1.310 -0.378 2.986
C -0.884 -0.486 2.615
P -0.391 -3.129 0.489
C 0.440 2.460 -3.501
N 0.085 -0.703 3.531
N -0.277 0.057 1.499
H -1.929 -0.290 2.897
H -1.175 1.424 -4.658
H -0.086 -3.900 1.660
C 1.089 0.111 1.745
C 0.825 2.430 -2.128
```

Calculated values
- Gap between HOMO and LUMO (spin up / spin down): 0.164 / 0.161 hartree
- DFT total energy: -800.94841 Ha
- Highest occupied orbital energy (spin up / spin down): -5.44 / -5.40 eV
- Largest force on an atom: 3.7 eV/A
- 2S+1: 1
- Energy relative to the best compared isomer or geometry (same formula, charge and spin): 30.8 kJ/mol

Atomic partial charges in e from the Löwdin method, atoms 1 to 4: H 0.162; H -0.115; C -0.192; H 0.067